The following is a DFT calculation (wB97M-V/def2-TZVPD) of a molecular structure, C17H32AlI2N4.

Geometry as ORCA input:
```
! RIJCOSX wB97M-V def2-TZVPD def2/J DEFGRID3
* xyz -1 1
H -1.27003 -2.68374 -0.46281
C -1.33691 -1.71818 2.88024
H 2.03162 -0.11010 -1.20904
C 1.36773 0.44315 -1.88410
H 1.87642 4.13568 -6.25601
H -0.57187 0.16203 -2.76421
N 2.84722 2.77424 -4.93270
H -2.71866 -4.86687 2.56603
H 1.84217 0.36595 -2.87639
C 2.78706 3.86894 -5.74784
C -0.01683 -0.21790 -1.89181
H 0.03642 3.38537 0.28512
H 0.33595 2.31455 -1.59670
H -3.21771 -6.47239 6.40392
I -3.70265 -2.48856 0.47496
C -0.94553 -2.48109 1.62387
H 0.11478 -1.29321 -2.08066
H 2.85215 2.45611 -0.00281
H 4.29372 5.35438 -6.28453
C -3.43827 -5.75379 4.42878
H 2.37823 4.64278 1.44462
H -0.58820 0.71724 0.99814
H 5.88694 3.88950 -4.63497
C -1.26039 -5.23623 4.22497
C -1.57365 -1.99369 0.32782
H -3.48503 0.96483 1.19003
H -1.07194 -3.55234 1.77372
C 4.02203 4.46417 -5.74165
C -1.45823 -5.76283 5.47308
H 0.81654 2.92201 1.76766
H -2.24664 -2.15702 3.29588
H 1.99583 2.50196 -2.12462
H -2.64503 1.73201 -1.45712
H -3.52779 0.21909 -1.43802
C -2.92770 0.89090 -0.80526
N -3.74275 1.41394 0.31907
N -2.78658 -6.07715 5.59002
H 1.71574 1.23124 0.55483
H -4.49723 -5.91414 4.31926
C 4.09673 2.66342 -4.39978
C -2.51868 -5.23046 3.56146
H 1.04159 5.31210 0.82380
H -0.77133 -5.93544 6.28407
H -0.32193 -4.88278 3.82820
H -0.56320 -1.76165 3.64673
C 1.34995 1.92356 -1.45531
I 1.20665 -2.36825 1.29903
H 2.08241 2.15704 -4.72162
H -4.72799 1.21912 0.18987
N 1.70475 4.55805 0.69211
Al -1.23184 -0.03956 -0.28755
C 1.01892 3.25318 0.74312
H -1.52195 -0.66957 2.64509
C 4.85583 3.69768 -4.88090
H 4.33354 1.86626 -3.71572
C 1.79562 2.16649 -0.00338
*
```

Its frontier orbital gap is 0.2724 Ha. As for the HOMO energy: -4.97 eV. For the total energy, the calculation gives -46907.926 eV.

=====

The following is a DFT calculation (wB97M-V/def2-TZVPD) of 2 unconnected molecules or ions with the total composition C17H32BrF10N2O5PS.

Geometry as ORCA input:
```
! RIJCOSX wB97M-V def2-TZVPD def2/J DEFGRID3
* xyz 0 1
F -3.69939 -3.78646 -2.39781
C 1.62891 3.67802 -2.38291
C -1.48275 -1.09820 0.56330
N 3.38801 2.37690 -0.98383
P -0.32076 -2.00934 2.73389
H -2.65141 -1.76175 3.60188
H 0.48596 4.50905 0.80313
H 2.98393 0.80358 0.34807
H 1.60698 4.30162 -3.27618
F -1.72946 -3.70891 -3.31799
C 4.09264 3.06612 1.37660
O 1.11028 2.55084 1.10959
C -1.60337 0.62700 -3.13116
C -2.77147 -1.70473 -2.82133
H 5.41261 2.43867 -1.59856
F -3.43674 -1.02360 -1.86327
H -3.30098 -4.69548 1.79329
C -1.66332 -1.86286 4.05474
C 2.45337 1.29054 -0.46831
H 0.50396 -1.09054 3.43367
H -1.43378 -0.92416 4.58254
H 0.46230 2.08235 -0.80608
H -0.64196 -1.14140 -0.14238
H 4.20756 3.96523 1.98106
H -3.67852 -3.49569 3.04831
C 4.69845 1.69836 -1.24634
O -0.25838 -3.67062 -1.04484
H 5.06260 2.57047 1.35428
H -2.25141 -0.39807 0.22456
H 4.54735 0.93413 -2.00391
H -0.85174 -3.00569 5.55827
H 2.35632 0.57139 -1.28256
H -0.76017 3.26105 0.52996
H 2.97531 2.12786 -3.02363
C -2.02739 -2.52381 0.70558
H 5.05407 1.23480 -0.33325
O -2.31693 -4.90985 -0.41991
H -0.23679 3.64486 2.17445
S -1.64996 -3.67222 -0.72001
H 3.37048 2.42691 1.87621
F -1.13901 -1.21224 -4.48185
C 0.09755 3.54038 1.14432
H 0.60318 0.73254 0.30021
F -3.55677 -1.75309 -3.91338
F -2.65723 1.09132 -3.73508
H 3.77152 3.63993 -2.59305
H 0.81822 2.96304 -2.47554
H 0.25570 -3.16336 3.30078
H -4.10769 -2.87799 0.11595
F -0.50068 1.12745 -3.68138
O -1.23969 -3.10037 1.69124
C -3.85274 -3.78155 2.01167
H -2.48379 -3.01324 5.56143
C 3.62410 3.49725 0.00197
H 2.70347 4.06534 0.07481
H 1.44792 4.32211 -1.52526
O -0.98966 -0.70939 1.80902
F -5.23617 -4.06645 1.88868
N -1.66843 -3.01973 4.95829
H -3.88457 -1.69731 1.39764
Br 1.58612 -2.02677 1.17180
C 1.07101 1.67886 0.00018
C 2.96567 2.95891 -2.31953
C -2.51916 -3.17563 -2.36259
F -1.63903 1.02483 -1.86951
C -1.48189 -0.92172 -3.21132
C -3.52975 -2.66567 1.02412
H 4.37620 4.13422 -0.46835
F -0.46881 -1.26801 -2.40440
*
```

Its frontier orbital gap is 0.2624 Ha. The value obtained for the energy relative to the best compared isomer or geometry (same formula, charge and spin) is 0.00 kJ/mol. As for the HOMO energy: -7.55 eV. For the total energy, the calculation gives -148704.075 eV.

=====

The following is a DFT calculation (wB97M-V/def2-TZVPD) of a molecular structure, C17H32Cl16O4Si2.

Geometry as ORCA input:
```
! RIJCOSX wB97M-V def2-TZVPD def2/J DEFGRID3
* xyz 0 1
C 2.72028 4.20045 4.14543
O 0.51275 -0.65226 -2.50409
Cl 5.68155 3.47780 6.81530
H -1.02791 -6.55286 1.16761
H -3.67257 -1.95285 -1.25753
H 2.30156 0.62474 0.64067
C 5.02488 7.36466 5.54227
H -2.50832 0.20453 -2.11983
H 2.92830 4.85144 2.06757
H 0.19763 -3.29564 -0.98166
C 2.85489 7.50178 -0.14396
C -2.51382 -0.73228 -2.73549
Cl 4.48492 6.30421 6.85663
H -1.74094 0.50267 -4.37238
H 0.06633 -5.64720 -0.91455
Cl -4.99932 -6.19485 -1.15134
H -1.19975 -2.52314 -0.17464
Cl 5.75593 6.38741 4.25639
H 3.68061 3.64986 4.28685
Cl 3.63383 8.24905 4.89082
Cl 7.91926 2.22970 5.47248
Cl -5.69879 -8.48755 -2.77213
H -1.69081 -4.50433 -2.58820
H -3.52201 0.37661 -4.35957
C 2.25672 4.17147 2.64543
H 1.92299 3.80313 4.80897
C -0.86658 -2.96953 -1.14323
C 6.28031 1.97182 6.09737
H -4.63450 -0.81290 -2.22181
Cl 1.37674 6.63058 -0.59068
H 3.52480 1.73048 -0.05382
O 1.87987 1.37535 -1.25297
Cl 3.12337 8.83293 -1.28270
H 2.19882 3.74045 0.25503
H -1.40936 -4.72230 1.15972
C 2.42770 1.57792 0.07451
H 0.32449 -0.29636 0.13830
H -4.73126 -2.92054 -5.34886
H -2.70809 -4.14136 -1.11956
C -1.66295 -4.29100 -1.49379
C -4.19533 -2.72493 -3.24020
Cl 6.22143 8.51458 6.16340
O 2.30251 2.83577 2.13282
H -4.84722 -3.40338 -2.63025
C -5.07583 -2.29660 -4.48647
C -2.58720 -0.21520 -4.24225
H 2.91082 5.27042 4.40042
O -0.61574 -2.63204 -4.00629
Cl 2.68433 8.15272 1.49649
C 1.82964 2.82424 0.79022
Si 0.49175 0.38285 -1.14747
Si -0.86880 -1.69172 -2.57791
H -0.67911 1.27708 -1.30197
H -1.45584 -6.46221 -1.41267
Cl -6.14947 -8.55037 0.08599
H -2.55693 -1.03498 -4.98667
H -1.45569 -2.81598 -4.43485
Cl -3.44957 -8.62297 -0.95012
C -1.03909 -5.58855 -0.81879
H -3.35092 -3.35394 -3.59093
C -1.56840 -5.71291 0.68388
H -2.67014 -5.94376 0.62102
H -6.14184 -2.56286 -4.30600
Cl 5.20892 1.49106 4.76991
Cl 6.31010 0.69422 7.32671
C -5.07578 -7.96543 -1.19712
Cl 4.23582 6.39068 -0.19922
H -5.03620 -1.21229 -4.71321
H 1.20742 4.56350 2.56371
C -3.78763 -1.54242 -2.29472
H 0.71245 2.87331 0.76398
*
```

Its frontier orbital gap is 0.3571 Ha. As for the HOMO energy: -9.75 eV. For the total energy, the calculation gives -242454.249 eV.

=====

The following is a DFT calculation (wB97M-V/def2-TZVPD) of a molecular structure, C17H32Cl2MnO2P2.

Geometry as ORCA input:
```
! RIJCOSX wB97M-V def2-TZVPD def2/J DEFGRID3
* xyz 0 6
H 2.11990 -1.78994 -0.36589
Cl 0.02331 -3.95096 -1.98059
H -1.57802 -0.20264 -4.48574
C 0.67082 0.20044 -3.11294
H -0.85236 2.26221 -2.72157
H -4.98361 -0.68437 0.28863
H -0.86618 2.53496 3.10295
C 1.46908 -0.09153 2.60492
H 4.02819 -0.82539 2.71460
H -2.93424 -0.66049 -3.34560
H -3.46897 1.61787 1.99590
H 1.09445 -2.05855 1.76814
C -4.03136 -0.96402 0.76593
C 2.96666 0.14615 -0.21876
H 0.49985 2.68655 1.99728
H 5.39347 0.04392 1.17752
C -1.85880 -0.71596 -3.55744
Cl -1.53773 -5.28238 0.19400
H -4.11000 -0.79500 1.85737
H 1.46708 0.64410 -2.49668
H 0.38276 -0.73449 0.95166
H 3.92829 2.02473 -0.21302
C -2.36434 -2.99612 -1.17085
P -1.32663 1.25326 0.95396
C -3.03789 1.89449 1.02903
H -0.32927 3.16610 -0.38413
H -2.31375 1.87667 -1.70067
H -0.95791 3.64950 1.69443
H 5.22896 1.70999 1.75715
H 0.50730 0.15998 3.07304
H 4.52896 0.61054 3.64696
O -1.95603 -2.11660 -0.32831
O -3.37077 -2.96628 -1.89552
C -1.22012 1.75028 -1.82582
C 4.67034 0.80880 1.49101
C 2.53567 0.62543 2.95280
H 3.33020 -1.61668 0.93234
H -3.01212 2.98433 0.97773
C 2.48360 -1.11721 0.44117
H -1.59520 -1.78345 -3.62239
H 2.40008 1.60788 3.42464
H 2.68080 0.16530 -1.27651
H 0.52105 1.63963 -0.49722
C -0.48446 2.09356 -0.53454
H 0.43051 0.87698 -3.95960
P -0.92881 -0.08348 -2.11180
H 1.05556 -0.74559 -3.52379
H -3.88570 -2.03572 0.56480
C 1.31868 -1.02741 1.45813
H -3.73184 1.51229 0.26827
Mn -2.48682 -0.02977 -0.46430
C 3.81451 1.04843 0.28035
C -1.56020 -4.34294 -1.32006
H -2.14645 -4.90257 -2.04940
C 3.97830 0.26315 2.75371
C -0.59878 2.66200 2.04475
*
```

Its frontier orbital gap (spin up / spin down) is 0.2603 / 0.2787 Ha. The value obtained for the energy relative to the best compared isomer or geometry (same formula, charge and spin) is 171.07 kJ/mol. As for the HOMO energy (spin up / spin down): -6.93 / -7.86 eV. For the total energy, the calculation gives -97180.553 eV.